Computed, not measured: a cluster of 10 separate species, C54H150N21O13P7S3 in total, with the ωB97M-V functional and the def2-TZVPD basis.

CARTESIAN COORDINATES (ANGSTROEM)
C  -3.93120  4.69061  5.93735
N  -3.74231  3.81481  4.82555
C  -3.38958  4.42384  3.51262
P  -3.63298  2.15955  5.20258
O  -4.00179  1.90418  6.63793
N  -4.71055  1.43845  3.99704
C  -6.12245  1.11662  4.27667
C  -4.21844  1.09415  2.70202
N  -1.99626  1.75962  4.77078
C  -0.85467  2.68383  5.23581
C  -1.56646  0.35979  4.57105
H  -3.10927  4.74844  6.65092
H  -4.76335  4.53784  6.62459
H  -4.13435  5.66334  5.48945
H  -4.21305  4.36221  2.80114
H  -2.53740  3.97150  3.00538
H  -3.04557  5.45265  3.61901
H  -6.76462  1.29550  3.41429
H  -6.17402  0.05158  4.50275
H  -6.45782  1.67656  5.14967
H  -3.86222  0.06553  2.64582
H  -5.13314  1.15188  2.11203
H  -3.47014  1.74238  2.24600
H  -0.46515  2.34092  6.19434
H  -0.12099  2.75449  4.43279
H  -1.20553  3.70726  5.36848
H  -0.66079  0.31534  3.96617
H  -2.36275  -0.24296  4.13434
H  -1.29687  -0.08680  5.52812
C  4.25308  -1.15201  -0.59504
N  5.40256  -2.10917  -0.74250
C  5.32544  -3.08042  -1.90711
P  6.77218  -2.06669  0.25718
O  7.75223  -3.12732  -0.07276
N  7.34846  -0.39167  0.18829
C  8.37738  -0.17491  -0.83258
C  6.59031  0.76052  0.54288
N  6.22866  -2.22967  1.83661
C  5.43431  -3.42420  2.10464
C  7.09263  -1.82813  2.94258
H  3.38199  -1.43675  -1.18514
H  4.55880  -0.18421  -0.99255
H  3.98881  -0.97027  0.44670
H  4.33082  -3.32973  -2.27680
H  5.82438  -4.01479  -1.64995
H  6.08088  -2.81071  -2.64512
H  9.15679  -0.92738  -0.71252
H  7.91822  -0.27518  -1.81605
H  8.81230  0.81858  -0.72338
H  5.96582  1.21866  -0.22408
H  5.89274  0.56502  1.35729
H  7.28290  1.50085  0.94332
H  4.76968  -3.22583  2.94547
H  4.86780  -3.54702  1.18157
H  6.02281  -4.29651  2.38896
H  7.98169  -2.44509  2.81207
H  6.64086  -2.16579  3.87532
H  7.33018  -0.76802  2.85410
C  -0.40651  3.56289  -1.76826
N  -1.03489  4.15228  -2.98165
C  -2.48347  4.36066  -2.93512
P  -0.04096  4.88700  -4.20775
O  1.43418  5.01080  -3.87492
N  -0.36518  3.99024  -5.61611
C  -0.63567  2.54526  -5.52570
C  0.11910  4.43353  -6.86160
N  -0.90829  6.33912  -4.49072
C  -0.38425  7.61903  -3.89514
C  -2.12095  6.55450  -5.35701
H  -0.69599  4.19465  -0.92850
H  0.67142  3.53211  -1.92698
H  -0.88469  2.60658  -1.55633
H  -2.88005  3.84567  -2.06013
H  -2.97475  3.94860  -3.81657
H  -2.60977  5.43938  -2.84282
H  -0.91463  1.99119  -6.42197
H  0.25368  2.03293  -5.15872
H  -1.46519  2.44727  -4.82543
H  -0.50376  4.07258  -7.68005
H  -0.05753  5.50874  -6.89036
H  1.18253  4.21376  -6.95608
H  -0.00248  8.37443  -4.58196
H  -1.16013  8.11720  -3.31382
H  0.36136  7.35267  -3.14600
H  -2.03111  7.50486  -5.88316
H  -3.09706  6.33443  -4.92472
H  -2.03341  5.83968  -6.17523
C  2.13676  -6.12443  -6.02553
N  1.29220  -5.26002  -5.24064
C  1.69912  -3.86319  -5.20409
P  0.35909  -5.93218  -3.89339
O  1.12836  -6.08164  -2.68286
N  -1.00642  -4.90156  -3.77484
C  -1.82272  -4.93686  -2.58268
C  -1.60473  -4.27006  -4.89760
N  -0.32390  -7.34925  -4.54741
C  -1.07190  -7.45705  -5.81147
C  -0.60834  -8.49476  -3.65939
H  1.94474  -6.23088  -7.09319
H  2.08221  -7.11187  -5.56720
H  3.15692  -5.74102  -6.04495
H  1.81445  -3.56223  -6.24535
H  2.67206  -3.81775  -4.71480
H  1.04776  -3.16892  -4.67323
H  -2.55517  -4.13568  -2.68127
H  -2.37127  -5.87302  -2.47878
H  -1.17795  -4.71177  -1.73314
H  -2.01587  -3.28593  -4.67276
H  -0.85697  -4.05484  -5.66091
H  -2.43452  -4.91069  -5.19617
H  -2.15185  -7.40368  -5.67370
H  -0.84091  -6.56923  -6.40014
H  -0.69697  -8.27355  -6.42860
H  -1.20432  -8.24100  -2.78274
H  0.36066  -8.73731  -3.22314
H  -0.99264  -9.32114  -4.25731
C  1.55368  6.26052  -0.16528
N  0.42576  7.04846  0.31595
C  -0.79972  6.76612  -0.38195
P  0.33773  7.67045  1.94507
O  -1.04914  7.96341  2.42110
N  1.09530  6.41366  2.85562
C  0.41967  5.10082  2.82606
C  1.78069  6.80072  4.13714
N  1.55451  8.96303  2.01116
C  1.15886  10.27353  2.50797
C  2.92869  8.77041  1.67251
H  1.44116  5.19652  0.04294
H  2.45052  6.67192  0.29788
H  1.72401  6.40757  -1.23180
H  -1.44231  6.08565  0.17675
H  -0.66244  6.39514  -1.39764
H  -1.48282  7.61509  -0.40896
H  1.10483  4.31900  3.15381
H  -0.49368  5.12376  3.42049
H  0.05407  4.84129  1.83254
H  2.21186  5.95597  4.67435
H  2.41239  7.68309  4.03488
H  1.05912  7.17075  4.86551
H  0.49184  10.08130  3.34835
H  2.04408  10.85547  2.76451
H  0.56340  10.85657  1.80542
H  3.58817  9.33495  2.33166
H  3.05084  9.21019  0.68267
H  3.25635  7.73618  1.77796
C  3.28246  -7.80218  1.06389
N  3.00211  -6.77418  2.11878
C  4.18904  -6.21411  2.69971
P  1.49816  -6.66268  2.91839
O  1.27109  -7.69978  3.96712
N  1.41994  -5.04015  3.48492
C  0.99722  -4.74106  4.84318
C  1.69740  -3.89948  2.59722
N  0.37352  -6.80062  1.63529
C  0.52879  -6.00692  0.42254
C  -1.00471  -6.97399  2.01139
H  3.62316  -8.69298  1.59163
H  4.06020  -7.58707  0.33111
H  2.38316  -8.10054  0.52506
H  5.05100  -6.23296  2.03281
H  4.52339  -6.84454  3.52364
H  4.03542  -5.21513  3.10780
H  1.86578  -4.64934  5.49533
H  0.43883  -3.80659  4.89844
H  0.31977  -5.49889  5.23669
H  1.64168  -2.95402  3.13674
H  2.70577  -3.90127  2.18336
H  0.87760  -3.76940  1.89074
H  1.51967  -5.56966  0.29989
H  0.13519  -6.59407  -0.40718
H  -0.02425  -5.07841  0.56444
H  -1.11516  -7.71329  2.80470
H  -1.54420  -7.40318  1.16709
H  -1.49612  -6.04794  2.30984
C  1.68518  1.17628  -0.23057
N  0.39251  0.90426  0.32356
C  -0.05777  1.87255  1.36336
P  0.12608  -0.74596  0.51631
O  1.06141  -1.48574  1.45571
N  -1.54242  -0.90017  0.76145
C  -2.54917  -0.32111  -0.17939
C  -2.00702  -2.01771  1.58573
N  0.29218  -1.31528  -1.12552
C  -0.18115  -0.53223  -2.25964
C  0.75203  -2.65219  -1.46244
H  1.80848  0.76160  -1.23105
H  2.43104  0.69037  0.39847
H  1.98331  2.21370  -0.07906
H  -0.00465  2.93535  1.12730
H  0.48648  1.66269  2.28415
H  -1.07833  1.65384  1.67755
H  -2.57682  -0.92094  -1.08908
H  -3.55595  -0.34631  0.23757
H  -2.22247  0.65370  -0.54148
H  -1.29662  -2.43789  2.29769
H  -2.70248  -1.52350  2.26410
H  -2.45616  -2.76685  0.93369
H  -0.40794  0.49364  -1.96936
H  0.58547  -0.43880  -3.02884
H  -1.06576  -0.97444  -2.71792
H  1.78417  -2.81730  -1.15339
H  0.52167  -2.96940  -2.47950
H  0.18938  -3.28532  -0.77639
O  -4.92595  -2.39425  -0.20008
S  -6.34350  -2.50285  -0.40739
O  -6.88684  -3.06866  -1.59747
C  -7.21212  -3.15366  1.05317
C  -7.23717  -2.03484  2.13489
C  -7.74040  -0.83909  1.33187
C  -7.07089  -0.82841  -0.09500
H  -6.73340  -4.10293  1.29358
H  -8.23622  -3.45402  0.83155
H  -7.88349  -2.35749  2.95114
H  -6.19098  -1.83014  2.36218
H  -7.67255  0.12868  1.82879
H  -8.81172  -1.01753  1.23966
H  -6.24012  -0.12694  -0.17164
H  -7.82225  -0.61600  -0.85555
O  2.45451  2.46732  4.24509
S  3.47919  1.69309  3.53181
O  3.87021  2.01231  2.12788
C  4.96848  1.64378  4.71082
C  5.01628  0.25978  5.42183
C  3.64177  -0.38247  5.12991
C  3.23788  -0.08609  3.69832
H  4.91076  2.49669  5.38706
H  5.81245  1.76813  4.03233
H  5.80141  -0.30737  4.92181
H  5.27046  0.41727  6.47001
H  2.90174  0.22482  5.65114
H  3.54832  -1.32980  5.66086
H  2.19205  -0.20092  3.41343
H  3.99382  -0.54918  3.06415
O  -5.33776  2.33045  -4.52168
S  -4.80537  1.31865  -5.42229
O  -4.19539  1.71029  -6.70012
C  -3.83128  0.16164  -4.40987
C  -4.35275  -1.23894  -4.85197
C  -5.89814  -1.20241  -4.95027
C  -6.26339  0.06125  -5.82064
H  -3.98455  0.36716  -3.35046
H  -2.80642  0.41835  -4.67792
H  -3.85084  -1.60868  -5.74610
H  -4.14995  -2.01153  -4.11031
H  -6.19913  -1.18763  -3.90276
H  -6.25745  -2.10293  -5.44832
H  -7.17222  0.53938  -5.45523
H  -6.14552  -0.17398  -6.87841

## Properties
frontier orbital gap	8.09	eV
spin multiplicity	1
molecular weight	1614.9	g/mol
calculated total energy	-213871.39042	eV
SMILES	CN(C)P(=O)(N(C)C)N(C)C.CN(C)P(=O)(N(C)C)N(C)C.CN(C)P(=O)(N(C)C)N(C)C.CN(C)P(=O)(N(C)C)N(C)C.CN(C)P(=O)(N(C)C)N(C)C.CN(C)P(=O)(N(C)C)N(C)C.CN(C)P(=O)(N(C)C)N(C)C.O=S1(=O)CCCC1.O=S1(=O)CCCC1.O=S1(=O)CCCC1
charge	0